37
Properties=species:S:1:pos:R:3:forces:R:3:lowdin_charge:R:1 method="wB97M-V/def2-TZVPD" homo_energy_ev=-8.08 multiplicity=1 homo_lumo_gap_ev=8.80 smiles=NNc1nc(Nc2ccccc2)nc(Nc2ccccc2)n1 lumo_energy_ev=0.72 max_force_ev_per_a=4.62 total_energy_ev=-26227.7627
N -3.555988 2.923232 -1.758472 1.6 0.8 0.5 0.012
N -2.973844 2.174837 -0.701573 1.5 -0.9 0.4 -0.058
C -1.772083 1.437107 -0.633421 -0.2 2.2 -0.1 -0.319
N -0.687798 1.678745 -1.413945 -4.0 -0.2 0.8 0.161
C 0.351894 0.913096 -1.102587 0.8 0.7 0.3 -0.362
N 1.407195 1.474575 -1.768608 -0.5 -4.3 1.7 0.123
C 2.672552 1.061935 -2.016395 1.8 1.0 0.2 -0.249
C 3.448333 2.085609 -2.536767 3.3 0.4 -0.2 -0.028
C 4.875241 1.948986 -2.552278 -1.4 -1.6 -0.9 -0.057
C 5.452606 0.672172 -2.255690 1.3 2.0 -1.1 -0.108
C 4.644480 -0.319282 -1.773640 1.5 -0.7 0.5 -0.133
C 3.321860 -0.102871 -1.620247 -2.6 -0.9 1.0 -0.050
N 0.400061 -0.042907 -0.185638 1.0 1.3 -1.6 0.183
C -0.720836 -0.107285 0.544946 2.1 -2.7 -0.3 -0.394
N -0.587459 -1.229513 1.341935 -1.4 2.7 -0.5 0.107
C -1.663519 -1.756697 2.046610 0.8 -0.9 1.1 -0.263
C -1.556345 -3.126287 2.161251 -1.0 -4.3 0.5 -0.036
C -2.450515 -3.870511 3.029564 0.0 0.3 -0.7 -0.069
C -3.354931 -3.147217 3.789438 1.4 -1.1 0.5 -0.140
C -3.275837 -1.800543 3.789589 -1.6 3.7 -1.2 -0.120
C -2.594134 -1.034067 2.848436 1.9 -1.1 -0.5 -0.010
N -1.780982 0.609174 0.423918 -1.4 0.5 0.2 0.179
H -3.324329 2.390257 -2.600816 -0.2 0.7 0.1 0.076
H -3.106536 3.896256 -1.789104 -0.6 -2.0 -0.2 0.107
H -3.491783 2.050683 0.162764 -0.3 0.0 -0.7 0.124
H 1.077224 2.297650 -2.104091 -0.5 2.9 -1.7 0.091
H 3.050508 3.049923 -2.874824 -0.2 -0.5 0.3 0.113
H 5.446487 2.763310 -2.993233 0.1 -0.2 0.3 0.092
H 6.531760 0.471208 -2.482595 -1.1 0.4 0.6 0.111
H 5.079914 -1.244384 -1.352669 -0.3 0.5 -0.6 0.119
H 2.788583 -0.877421 -1.074304 -0.3 0.3 -0.3 0.101
H 0.212075 -1.744817 0.995700 -0.4 -0.4 0.6 0.138
H -0.822147 -3.791065 1.544284 -1.2 1.7 1.1 0.138
H -2.590591 -4.976604 3.180701 1.0 1.1 -0.8 0.115
H -3.922346 -3.602109 4.569466 -0.6 -0.5 0.1 0.095
H -3.973216 -1.181020 4.351208 0.1 -0.4 0.5 0.106
H -2.555556 0.055847 2.811085 -0.4 -0.5 0.2 0.102


36
Properties=species:S:1:pos:R:3:forces:R:3:lowdin_charge:R:1 method="wB97M-V/def2-TZVPD" homo_energy_ev=-6.54 multiplicity=1 homo_lumo_gap_ev=6.62 lumo_energy_ev=0.08 max_force_ev_per_a=10.82 total_energy_ev=-18532.1335
Li -0.027056 0.753171 0.083653 0.6 1.0 -0.8 0.592
C -1.357087 1.554417 -1.873799 0.3 -1.4 0.9 -0.418
O -0.014775 1.572765 -1.706665 1.7 -1.3 1.0 -0.472
H -1.783655 1.797611 -0.854865 -1.1 -0.5 -0.7 0.046
H -1.791684 0.554003 -2.353267 0.3 1.5 0.9 0.082
H -1.572488 2.363995 -2.508424 -1.4 1.1 -1.2 0.026
C 2.091962 2.769838 0.819486 -5.3 -0.4 -1.0 -0.086
O 1.797461 1.365549 1.032172 -5.0 3.7 -1.4 -0.120
H 2.911440 2.918345 0.247168 2.9 0.4 -1.4 0.044
H 1.985210 3.326534 1.706466 0.7 0.5 1.4 0.055
H 1.202838 3.242844 0.164582 1.8 -1.6 1.1 0.135
H 2.489311 0.864111 1.236125 4.7 -2.8 1.2 0.008
C -0.928905 2.258711 2.834374 0.5 -10.2 3.7 -0.001
O -1.241370 1.244254 1.834133 0.4 0.8 -1.8 -0.235
C -1.218225 -0.098551 2.245088 -0.2 3.0 5.3 -0.312
C -1.660302 -1.048242 1.277864 -0.5 1.7 -3.0 -0.191
N -0.465124 -1.149201 0.453809 0.7 -2.4 -1.5 -0.115
C -0.617959 -2.072024 -0.697410 2.7 -2.6 1.6 -0.208
C 0.669521 -2.120749 -1.559856 -1.3 2.4 0.4 -0.222
O 0.513954 -3.027579 -2.698594 3.0 1.0 2.2 -0.202
C 1.826629 -2.959043 -3.440895 -2.3 4.5 2.0 -0.057
H -1.735300 2.080628 3.523088 -0.3 0.8 0.9 0.096
H -0.929959 3.070114 2.384787 0.0 7.7 -3.9 0.008
H 0.045926 1.984667 3.339309 -0.8 0.6 -0.6 0.121
H -1.830321 -0.156766 3.144351 -0.9 0.0 0.3 0.125
H -0.258423 -0.200491 2.762486 0.7 -1.0 -0.8 0.134
H -2.474087 -0.499036 0.634034 1.0 -1.6 1.3 0.189
H -1.906562 -1.950682 1.789163 -0.8 -0.9 -0.1 0.128
H 0.060726 -1.832176 0.959478 1.3 0.6 1.3 0.101
H -1.455241 -1.779311 -1.147200 -3.2 1.1 -2.8 0.065
H -0.794815 -3.106002 -0.307716 -0.2 0.5 -0.2 0.135
H 1.579629 -2.282676 -0.783137 -1.7 0.0 -2.2 0.163
H 0.587354 -0.995462 -1.931679 1.4 -2.0 0.3 0.139
H 1.453285 -3.425343 -4.308997 0.9 -0.1 -1.6 0.068
H 2.725358 -3.244235 -2.964055 0.5 -2.0 0.8 0.046
H 2.122736 -1.773988 -3.335058 -1.1 -2.4 -1.7 0.133


85
Properties=species:S:1:pos:R:3:forces:R:3:lowdin_charge:R:1 method="wB97M-V/def2-TZVPD" homo_energy_ev="-6.80 / -7.17" multiplicity=5 homo_lumo_gap_ev="6.38 / 6.73" lumo_energy_ev="-0.42 / -0.44" s_squared=6.02 max_force_ev_per_a=1.36 total_energy_ev=-196069.0202
Fe -0.231909 -0.928270 -0.290392 0.7 0.4 -0.7 0.079
F -3.800821 -2.416512 5.864771 0.0 0.0 0.0 0.132
C -3.161882 -1.746530 4.909145 0.0 0.0 0.0 -0.138
C -2.966043 -0.382018 5.028485 0.0 -0.1 0.0 -0.134
F -3.425816 0.256572 6.101402 0.0 0.0 0.0 0.133
C -2.297032 0.295428 4.024538 0.1 0.1 0.1 -0.221
F -2.145207 1.615445 4.195366 0.0 0.0 0.0 0.104
C -1.791304 -0.326580 2.896430 -0.2 0.2 -0.6 -0.242
P -1.159491 0.587734 1.247634 -0.2 -0.7 1.2 0.974
C -2.700760 1.528985 1.047093 0.0 0.1 -0.1 -0.348
C -2.854748 2.839111 1.480981 0.0 0.0 0.0 -0.079
C -4.056185 3.502572 1.269645 0.0 0.0 0.0 -0.079
C -5.104847 2.860531 0.628284 0.0 0.0 0.0 -0.089
C -4.954719 1.547284 0.199589 0.0 0.0 0.0 -0.082
C -3.757241 0.884230 0.407668 0.0 0.0 0.0 -0.089
C 0.104939 1.687884 1.972497 -0.1 0.1 0.0 -0.328
C 0.676463 1.400002 3.211257 0.0 0.0 0.0 -0.106
C 1.682292 2.196409 3.733973 0.0 0.0 0.0 -0.076
C 2.129838 3.305372 3.032170 0.0 0.0 0.0 -0.084
C 1.566173 3.605865 1.801710 0.0 0.0 0.0 -0.072
C 0.564883 2.804238 1.273555 0.0 0.0 0.0 -0.087
C -2.029828 -1.693010 2.802816 0.1 -0.1 0.0 -0.524
Br -1.507577 -2.758641 1.285666 -0.1 -0.1 0.3 0.866
C -2.692306 -2.406964 3.787403 0.0 0.1 0.1 -0.272
F -2.906220 -3.721042 3.688886 0.0 0.0 0.0 0.069
H -2.041316 3.343636 1.985803 0.0 0.0 0.0 0.105
H -4.170904 4.523582 1.610357 0.0 0.0 0.0 0.104
H -6.038755 3.381885 0.461634 0.0 0.0 0.0 0.101
H -5.770050 1.043323 -0.303840 0.0 0.0 0.0 0.103
H -3.627465 -0.131036 0.045765 0.0 0.0 0.0 0.091
H 0.342300 0.544318 3.781191 0.0 0.0 0.0 0.091
H 2.112235 1.949163 4.696214 0.0 0.0 0.0 0.104
H 2.911236 3.931580 3.443190 0.0 0.0 0.0 0.101
H 1.906669 4.467571 1.242004 0.0 0.0 0.0 0.104
H 0.145501 3.035271 0.304630 0.0 0.0 0.0 0.083
C 5.006825 -0.908702 -2.638186 0.0 0.0 0.0 -0.219
Si 5.378362 -1.077855 -0.817064 0.0 0.0 0.0 0.512
C 6.444924 -2.605195 -0.565754 0.0 0.0 0.0 -0.180
C 6.340366 0.431082 -0.248379 0.0 0.0 0.0 -0.177
C 3.897291 -1.245793 0.347908 0.1 0.0 0.0 -0.242
C 4.207287 -1.459850 1.686106 0.0 0.0 0.0 -0.091
C 3.226214 -1.635886 2.657539 0.0 0.0 0.0 -0.065
C 1.914746 -1.545776 2.245742 0.0 0.1 0.1 -0.161
N 1.578283 -1.309924 0.982295 -0.2 -0.1 -0.2 -0.060
C 2.525192 -1.202395 0.020555 -0.1 -0.1 0.0 -0.723
S 1.853474 -1.048626 -1.576047 0.0 -0.1 0.1 0.610
H 5.960186 -0.901662 -3.175264 0.0 0.0 0.0 0.031
H 4.475245 0.016716 -2.858393 0.0 0.0 0.0 0.021
H 4.398629 -1.730943 -3.012591 0.0 0.0 0.0 0.011
H 7.331551 -2.561944 -1.202291 0.0 0.0 0.0 0.029
H 5.890726 -3.510878 -0.821003 0.0 0.0 0.0 0.033
H 6.784105 -2.704122 0.467345 0.0 0.0 0.0 0.023
H 7.274798 0.527250 -0.806122 0.0 0.0 0.0 0.030
H 6.589710 0.378367 0.813280 0.0 0.0 0.0 0.025
H 5.757386 1.340111 -0.410129 0.0 0.0 0.0 0.034
H 5.248709 -1.500984 1.991434 0.0 0.0 0.0 0.099
H 3.472302 -1.828345 3.691764 0.0 0.0 0.0 0.100
H 1.091169 -1.664701 2.942971 0.0 0.0 0.0 0.098
C -1.926509 4.042756 -2.380725 0.0 0.0 0.0 -0.046
C -1.493227 2.692187 -2.968323 0.0 0.0 0.1 -0.621
C -2.690736 2.019729 -3.651979 0.0 0.0 0.0 -0.053
C -0.360511 2.896375 -3.980957 0.0 0.0 0.0 -0.051
C -1.024551 1.838566 -1.867190 -0.1 0.0 0.0 -0.117
C -0.666837 1.131349 -0.942529 0.1 -0.1 -0.2 -0.210
H -2.310270 4.689430 -3.173715 0.0 0.0 0.0 0.084
H -1.083729 4.546349 -1.904252 0.0 0.0 0.0 0.083
H -2.709630 3.903136 -1.633250 0.0 0.0 0.0 0.075
H -3.047235 2.641580 -4.476993 0.0 0.0 0.0 0.083
H -3.506956 1.879211 -2.941385 0.0 0.0 0.0 0.079
H -2.410266 1.041282 -4.043759 0.0 0.0 0.0 0.067
H -0.709136 3.510233 -4.815158 0.0 0.0 0.0 0.082
H -0.017870 1.937501 -4.371060 0.0 0.0 0.0 0.086
H 0.490922 3.391955 -3.513340 0.0 0.0 0.0 0.085
S -1.768763 -1.621532 -2.302186 -0.3 0.4 0.1 0.661
C -1.756220 -3.261522 -2.681503 0.2 -0.3 0.0 -0.729
N -2.711719 -4.091357 -2.175579 -0.1 0.1 0.0 0.051
C -2.846534 -5.407767 -2.476357 0.0 0.0 0.0 -0.070
C -1.969456 -6.003900 -3.321685 0.0 0.1 0.0 -0.059
C -0.924504 -5.212739 -3.853010 0.0 -0.1 0.0 -0.040
C -0.814965 -3.889249 -3.541858 -0.1 0.1 0.1 -0.067
H -3.371414 -3.647845 -1.548898 0.0 0.0 0.0 0.133
H -3.673537 -5.918012 -2.005568 0.0 0.0 0.0 0.130
H -2.075635 -7.048361 -3.568882 0.0 0.0 0.0 0.108
H -0.198206 -5.667591 -4.514048 0.0 0.0 0.0 0.116
H -0.020067 -3.269109 -3.929026 0.0 0.0 0.0 0.111


58
Properties=species:S:1:pos:R:3:forces:R:3:lowdin_charge:R:1 method="wB97M-V/def2-TZVPD" homo_energy_ev="-17.72 / -17.72" multiplicity=1 charge=+3 homo_lumo_gap_ev="6.06 / 5.67" lumo_energy_ev="-11.66 / -12.05" max_force_ev_per_a=0.52 total_energy_ev=-82703.7914
Ga 0.376371 0.166950 0.084887 0.3 0.0 -0.1 0.947
C -1.495835 -2.539820 3.141473 0.0 0.0 0.1 0.013
C -1.684595 -1.228916 2.469262 -0.2 0.0 -0.1 -0.108
C -2.585208 -1.141763 1.332408 0.2 -0.1 0.1 -0.166
C -3.086909 -2.408752 0.711132 -0.1 0.0 0.0 -0.007
C -2.987180 0.092924 0.867624 -0.2 0.1 0.0 -0.199
C -4.059675 0.217463 -0.183371 0.1 0.0 0.0 -0.004
C -2.410162 1.261347 1.434154 -0.1 -0.1 0.2 -0.146
C -2.756176 2.597407 0.890604 0.1 0.0 -0.1 0.000
C -1.499770 1.172529 2.566249 -0.2 0.1 0.0 -0.174
C -1.144797 2.425253 3.313410 0.1 0.0 -0.1 0.005
C -1.070834 -0.063710 3.009498 0.1 0.1 0.0 -0.209
C -0.086650 -0.176056 4.145791 0.0 -0.1 0.0 -0.018
H -0.633306 -3.071020 2.714851 0.0 0.0 0.0 0.132
H -2.360341 -3.187422 3.017647 0.0 0.0 0.0 0.105
H -1.300131 -2.420512 4.204845 0.0 0.0 0.0 0.105
H -4.014525 -2.728754 1.199437 0.0 0.0 0.0 0.131
H -2.377002 -3.226620 0.812902 0.0 0.0 0.0 0.094
H -3.315767 -2.272809 -0.342865 0.0 0.0 0.0 0.092
H -3.644067 0.267715 -1.193770 0.0 0.0 0.0 0.105
H -4.658161 1.112471 -0.030878 0.0 0.0 0.0 0.097
H -4.739847 -0.629203 -0.148444 0.0 0.0 0.0 0.096
H -3.006120 2.557054 -0.167112 0.0 0.0 0.0 0.098
H -1.967942 3.330533 1.049789 0.0 0.0 0.0 0.097
H -3.649217 2.974469 1.410394 0.0 0.0 0.0 0.145
H -0.239991 2.900697 2.919685 0.0 0.0 0.0 0.099
H -0.966628 2.215755 4.364904 0.0 0.0 0.0 0.102
H -1.941950 3.162429 3.251833 0.0 0.0 0.0 0.102
H -0.598164 -0.166636 5.112397 0.0 0.0 0.0 0.124
H 0.612720 0.658659 4.151257 0.0 0.0 0.0 0.089
H 0.482052 -1.103393 4.097526 0.0 0.0 0.0 0.091
C -0.196155 -0.151882 -6.005337 -0.1 0.1 0.0 -0.244
Sb 0.264098 -0.066033 -3.944870 0.4 -0.1 -0.3 1.501
C 1.765242 1.400964 -3.667805 -0.1 0.2 0.0 -0.264
C 1.274531 -1.861412 -3.456559 -0.1 -0.1 0.0 -0.269
H 0.760865 -0.340249 -6.496811 0.0 0.0 0.0 0.046
H -0.616348 0.799187 -6.321627 0.0 0.0 0.0 0.033
H -0.896163 -0.962907 -6.187516 0.0 0.0 0.0 0.033
H 2.482685 1.217530 -4.471527 0.0 0.0 0.0 0.046
H 2.240553 1.272607 -2.697222 0.0 0.0 0.0 -0.015
H 1.356885 2.404512 -3.760259 0.0 0.0 0.0 0.033
H 2.210762 -1.819011 -4.018131 0.0 0.0 0.0 0.044
H 0.691010 -2.724141 -3.769752 0.0 0.0 0.0 0.033
H 1.481522 -1.919554 -2.390929 0.0 0.0 0.0 -0.006
N 2.410134 -0.065815 1.008487 -0.3 -0.1 0.4 -0.009
C 2.902111 1.153264 0.410586 0.1 0.0 0.1 -0.397
C 2.206427 2.330167 0.678373 -0.1 0.0 -0.1 -0.104
C 2.624130 3.524312 0.095008 -0.1 0.0 -0.1 -0.035
C 3.720696 3.528086 -0.751247 0.0 0.0 0.0 -0.035
C 4.402208 2.343781 -1.017916 0.0 0.0 0.0 -0.035
C 3.989978 1.146397 -0.448880 0.1 0.0 -0.1 -0.025
H 3.021132 -0.866475 0.869073 0.0 0.0 -0.2 0.126
H 2.287184 0.025482 2.015741 0.2 0.1 0.0 0.111
H 1.391003 2.329030 1.400873 0.1 0.1 0.0 0.081
H 2.103449 4.447257 0.312453 0.0 0.0 0.0 0.126
H 4.053776 4.454674 -1.198851 0.0 0.0 0.0 0.128
H 5.271795 2.354331 -1.661805 0.0 0.0 0.0 0.130
H 4.541395 0.231928 -0.636669 0.0 0.0 0.0 0.130